ORCA calculation (ωB97M-V with the def2-TZVPD basis set) on a cluster of 8 separate species, C24H35NO22 in total.

* HOMO-LUMO gap: 9.8 eV
* HOMO level: -9.81 eV
* E_LUMO: -0.0432 eV
* total energy: -71988.174 eV
* net charge: 0
* SMILES: O=C1OCCO1.O=C1OCCO1.O=C1OCCO1.O=C1OCCO1.O=C1OCCO1.O=C1OCCO1.O=C1OCCO1.CNC(C)=O

Each line ends with the Mulliken charge.
Geometry (Å):
O1 0.02911 -0.74240 -0.90790  -0.4226
O2 1.37322 1.50737 4.37107  -0.2068
O3 0.73221 -2.49828 -7.01192  -0.6208
H1 -2.29511 2.80040 -1.67409  0.1166
H2 -4.04788 1.74484 4.66420  0.2627
C1 1.02167 2.03984 5.60378  -0.1648
O4 0.71869 -3.53798 0.61485  -0.5743
C2 2.20377 2.88796 5.90894  -0.4077
H3 -0.70318 1.43652 1.46818  -0.1504
O5 0.61666 -2.26226 2.52338  -0.2506
C3 -3.09082 -5.02334 -2.37796  0.6115
C4 -3.99684 2.66233 4.07793  -0.3285
H4 -2.69846 2.14330 -0.09445  0.0919
O6 2.34875 -3.54333 2.16322  -0.3126
H5 2.86346 2.40903 6.63249  0.2382
H6 -2.97720 -2.31303 -2.57818  0.1374
H7 0.04948 2.53231 5.58333  0.1075
H8 -4.69355 2.68849 2.15569  0.2678
C5 -0.42605 0.25184 -0.37306  0.1557
C6 -1.03247 3.42810 -4.39333  -0.4232
C7 0.95975 -2.17542 -5.83676  0.5633
H9 -1.17116 2.92795 -0.25295  0.4252
C8 -1.88047 2.30401 -0.79671  -0.6832
H10 -0.81740 3.80620 -3.39388  0.2338
C9 -2.15295 3.65340 3.25466  0.6482
H11 -0.44587 -0.26189 1.72355  0.1812
O7 4.05701 -0.01478 1.38661  -0.3551
O8 -2.93228 -4.92656 -3.64666  -0.3098
C10 4.81977 -1.12297 1.79033  0.4995
O9 1.51767 -3.03287 -4.98988  -0.3872
H12 -2.86650 4.34414 -3.80331  0.2862
O10 -2.71254 3.02767 2.24449  -0.1418
O11 -1.22613 4.44955 3.10084  -0.5925
C11 -2.48843 3.76418 -4.64521  -0.2811
H13 2.44929 -4.03680 4.20504  0.2923
O12 -2.34411 -4.11479 -1.74581  -0.3023
C12 2.48574 -3.18003 3.53220  -0.5340
O13 -3.78896 -5.85208 -1.78132  -0.6307
O14 2.69486 3.22671 4.63315  -0.3815
C13 -2.18098 -3.05736 -2.56817  0.5210
H14 -1.33153 0.62758 -2.09875  -0.0647
H15 3.42752 -2.67052 3.73606  0.2453
O15 0.83007 -0.94307 -5.29706  -0.2986
O16 -0.88989 2.00904 -4.57077  -0.2088
H16 0.87562 0.73161 1.21948  -0.3879
C14 -0.18993 0.56521 1.06136  0.4935
C15 2.22454 2.28927 3.72955  0.6796
O17 5.52368 -1.10045 2.70035  -0.5007
C16 3.25905 -0.40131 0.31166  0.8612
C17 0.94676 -1.11623 -3.87671  0.5962
H17 4.88668 -1.06822 -0.98487  0.3170
H18 2.33640 -0.81505 0.71863  -0.8180
H19 -3.71209 1.25495 2.52066  0.2957
H20 0.88755 1.24832 6.34107  0.3046
O18 -2.28783 0.30813 -4.56254  -0.5711
O19 -2.89068 3.46224 4.37205  -0.3729
O20 -2.99523 2.43281 -4.59292  -0.3982
C18 1.77312 -2.41188 -3.75568  -0.0964
H21 1.98939 3.80985 6.44953  0.3518
C19 4.14822 -1.49527 -0.30635  -0.3314
C20 1.40850 -2.19463 3.71960  0.1854
H22 -1.24430 -2.56991 -2.29774  -0.3219
H23 -2.59305 4.11129 -5.67316  0.3161
C21 -2.06129 1.51189 -4.52755  0.7365
H24 -0.00763 -1.06506 -3.35267  -0.5004
H25 1.65911 -0.34916 -3.57295  0.3085
H26 3.12507 0.40310 -0.41158  0.4326
H27 1.35783 -2.98020 -2.92342  0.2202
H28 -0.30712 3.84031 -5.09479  0.3403
H29 2.85801 -2.40221 -3.65071  0.1948
H30 3.45927 -2.21181 -0.75358  0.2387
O21 4.73013 -2.05010 0.87066  -0.3377
O22 2.43800 2.23773 2.52611  -0.5188
H31 1.90950 -1.25487 3.95188  -0.0523
H32 -2.56322 -3.13189 -4.58649  0.2827
N1 -1.16792 1.05298 -1.19744  0.2253
H33 0.85893 -2.58465 4.57631  0.3360
C22 -2.09942 -3.80017 -3.86096  -0.2743
H34 -1.08926 -4.01412 -4.21011  0.2940
H35 -4.89656 3.24993 4.26052  0.2575
C23 1.22814 -3.19115 1.68223  0.6344
C24 -3.78579 2.33533 2.64492  -0.2726